2
Properties=species:S:1:pos:R:3:lowdin_charge:R:1 method="wB97M-V/def2-TZVPD" lumo_energy_ev=-3.3819 e_above_lowest_kcal_mol=23.09 fmax_ha_per_bohr=0.103 homo_ev=-9.06 multiplicity=1 e_tot_ev=-21667.9959
S 0.47283 -0.97774 -0.11247 0.000
S -0.47283 0.97774 0.11247 0.000



23
Properties=species:S:1:pos:R:3:lowdin_charge:R:1 method="wB97M-V/def2-TZVPD" lumo_energy_ev="-2.9037 / -2.9048" e_above_lowest_kcal_mol=35.85 fmax_ha_per_bohr=0.073 homo_ev="-8.52 / -8.52" multiplicity=1 e_tot_ev=-152532.1092
C -1.63162 0.19985 2.05262 -0.092
C 0.10027 1.46699 0.81777 -0.054
C 2.77297 -0.61519 -1.95895 -0.202
C -0.51446 -0.93360 0.00178 -0.479
C -1.04130 0.47428 0.75091 -0.617
N -2.07849 1.02730 -0.16297 -0.430
N 0.79859 -1.12380 0.50813 -0.402
O -0.43022 -0.68610 -1.40427 -0.111
O 1.84601 0.16381 -1.27641 -0.220
Br -3.50011 -0.11312 -0.61996 0.702
Br 1.57401 -2.67077 0.37668 0.951
H -1.53816 1.09877 2.70624 0.090
H -2.70216 -0.04010 2.03406 0.054
H -1.06160 -0.59272 2.61828 0.106
H 1.09326 1.19657 1.09462 0.062
H -0.16045 2.28470 1.58609 0.113
H 0.26039 1.87126 -0.19550 0.081
H 3.79404 -0.16464 -1.62747 0.125
H 2.44513 -0.67032 -3.01867 0.102
H 2.55795 -1.60438 -1.60470 -0.024
H -1.27998 -1.79909 0.01669 0.143
H -1.75111 1.58854 -0.99053 0.084
H 0.44703 -0.35823 -1.70445 0.021



47
Properties=species:S:1:pos:R:3:lowdin_charge:R:1 method="wB97M-V/def2-TZVPD" lumo_energy_ev="4.3325 / 4.3329" e_above_lowest_kcal_mol=1.76 fmax_ha_per_bohr=0.012 homo_ev="0.27 / 0.25" multiplicity=2 e_tot_ev=-84156.1970 total_charge=-2
V 0.07477 0.20113 -1.23824 0.243
C 3.18499 -2.02558 0.78143 -0.048
C 2.39694 -1.06744 -0.05561 -0.313
N 1.05606 -1.00747 0.00329 -0.133
N 0.42598 -2.03669 0.71541 -0.035
C 0.00599 -1.76266 1.91277 -1.003
N -0.67377 -2.83834 2.52121 0.013
S 0.16465 -0.32261 2.84596 0.388
C 2.96259 -0.16536 -0.95970 -0.242
C 4.34805 -0.00245 -1.22875 -0.056
C 4.77035 0.90032 -2.15632 -0.136
C 3.79924 1.66210 -2.86562 -0.117
C 2.47688 1.45692 -2.58551 -0.205
N 2.02709 0.59231 -1.65059 -0.075
H 2.66942 -2.21127 1.72084 0.056
H 4.17578 -1.62487 1.00127 0.058
H 3.31077 -2.99011 0.27686 0.075
H -1.13209 -3.42147 1.83233 0.048
H -1.30579 -2.49765 3.22996 0.029
H 5.05993 -0.61285 -0.68761 0.088
H 5.82746 1.02407 -2.36359 0.076
H 4.08395 2.36729 -3.63525 0.075
H 1.69872 1.97092 -3.13779 0.081
S -3.55371 0.80097 1.55045 1.066
C -3.64982 -0.86014 1.05512 -0.466
C -4.56347 -1.83988 1.43202 -0.114
C -4.44230 -3.09482 0.86489 -0.121
C -3.43208 -3.36394 -0.06868 -0.099
C -2.51998 -2.39578 -0.43727 -0.030
C -2.62650 -1.13334 0.14352 -0.304
N -1.79318 -0.06180 -0.11107 0.005
C -2.15207 1.00589 0.53297 -0.532
C -1.42471 2.25576 0.36024 -0.266
C -1.77954 3.40654 1.06358 -0.078
C -1.06424 4.57148 0.86021 -0.125
C 0.01093 4.55515 -0.02934 -0.116
C 0.37164 3.38599 -0.68476 -0.109
C -0.32246 2.18037 -0.51235 -0.122
H -5.34594 -1.62497 2.14929 0.094
H -5.13928 -3.87642 1.14366 0.086
H -3.36496 -4.35112 -0.50972 0.094
H -1.73297 -2.57426 -1.15838 0.080
H -2.60658 3.39014 1.76729 0.081
H -1.32412 5.47845 1.39411 0.081
H 0.58393 5.46340 -0.19119 0.084
H 1.24147 3.41141 -1.33291 0.071
Te -0.77804 -0.31735 -3.55842 -0.126